The following is a DFT calculation (wB97M-V/def2-TZVPD) of a cluster of 2 separate species, C9H14 in total at a distorted geometry.

```
23
Properties=species:S:1:pos:R:3:lowdin_charge:R:1
C -0.04812 -0.71214 2.15108 -0.1411
C -2.52564 -0.27135 2.59265 -0.1343
C -0.49285 -0.96654 -0.58098 -0.2037
C 2.13990 1.53641 -3.35123 -0.1804
C -1.49738 -0.53512 0.26853 -0.1595
C -1.39652 -0.50993 1.66016 -0.3664
C 1.62081 2.86047 -2.80250 -0.1884
C 0.74671 -1.39338 -0.04928 -0.2147
C 0.91139 -1.30254 1.36478 -0.1958
H 1.96786 -1.25268 1.65040 0.0658
H 3.15139 1.77764 -3.69538 0.0545
H 0.81493 2.69030 -2.09968 0.0534
H 1.17248 3.43758 -3.62390 0.0535
H 2.19159 0.74264 -2.60577 0.0555
H -2.24046 0.47519 3.34658 0.0522
H -2.34655 0.00358 -0.18141 0.0731
H -0.57737 -0.74779 -1.64298 0.0550
H 0.17795 -0.42581 3.18000 0.0638
H 1.55507 -1.70563 -0.69941 0.0399
H 2.41312 3.53123 -2.47639 0.0542
H 1.55040 1.05610 -4.13370 0.0569
H -3.43390 0.05722 2.06599 0.0529
H -2.90099 -1.19328 3.07335 0.0534
```

Calculated values
- energy relative to the best compared isomer or geometry (same formula, charge and spin) (eV) = 0.715
- gap between HOMO and LUMO (spin up / spin down) (eV) = 2.7613 / 6.8887
- charge = -1
- E (eV) = -9558.0826
- LUMO level (spin up / spin down) (eV) = 3.694 / 3.584
- highest occupied orbital energy (spin up / spin down) (eV) = 0.9331 / -3.3045
- maximum force (eV/A) = 2.3
- 2S+1 = 2


The following is a DFT calculation (wB97M-V/def2-TZVPD) of a cluster of 3 separate species, C4H8O3 in total at a distorted geometry.

```
15
Properties=species:S:1:pos:R:3:lowdin_charge:R:1
O 0.57529 -1.84629 -1.68834 -0.0451
O -1.91156 -1.31176 -0.58410 0.0091
O 2.23711 -0.81122 0.30562 0.0235
C 1.63373 0.20375 0.58864 -0.4040
C 1.57155 1.38699 -0.16512 0.1892
C -1.92673 -0.14667 -0.20234 -0.3633
C -1.70069 0.27651 1.13663 0.1509
H 1.08018 0.22061 1.54421 0.1073
H 0.76302 2.07404 0.01180 0.0508
H -1.71270 -0.45382 1.92782 0.0731
H -2.12034 0.66838 -0.92017 0.1180
H -0.23918 -1.73575 -1.20641 -0.0309
H 1.15714 -1.39348 -1.07494 -0.0311
H 2.26602 1.51763 -0.99333 0.0881
H -1.67284 1.35109 1.32005 0.0644
```

Calculated values
- energy relative to the best compared isomer or geometry (same formula, charge and spin) (eV) = 6.991
- gap between HOMO and LUMO (eV) = 4.3361
- E (eV) = -10414.0121
- LUMO level (eV) = -4.315
- highest occupied orbital energy (eV) = -8.6508
- maximum force (eV/A) = 1.2
- 2S+1 = 1


The following is a DFT calculation (wB97M-V/def2-TZVPD) of a cluster of 7 separate species, C13H38BrO11 in total at a distorted geometry.

```
63
Properties=species:S:1:pos:R:3:lowdin_charge:R:1
Br 17.14104 -16.05093 -17.50400 0.1788
O 18.97657 -17.83884 -15.21609 -0.1255
O 17.77417 -14.38739 -23.36152 -0.0859
O 20.63757 -15.47365 -18.33355 -0.0975
O 11.82011 -12.93856 -16.73949 -0.0651
O 17.10710 -12.98815 -16.26560 -0.1148
O 17.10204 -14.15698 -20.68157 -0.0762
O 17.76495 -17.86677 -20.52569 -0.1009
O 21.48221 -17.54776 -16.32386 -0.0717
O 17.51631 -18.68964 -12.61603 -0.0709
O 14.55384 -13.71292 -18.04084 -0.0951
O 17.79650 -10.14198 -16.14717 -0.0616
C 18.41525 -12.51658 -16.49794 -0.2682
C 16.29279 -19.41744 -19.44537 -0.0730
C 18.48992 -19.09763 -14.79584 -0.2397
C 16.58057 -18.63385 -20.73730 -0.4767
C 12.10446 -13.73417 -17.89239 -0.2524
C 18.45819 -14.08996 -21.04539 -0.2531
C 18.63154 -11.22030 -15.73791 -0.2603
C 18.69589 -14.82545 -22.36274 -0.2397
C 15.43503 -17.66543 -21.05589 -0.0526
C 21.34622 -16.65693 -18.63340 -0.2491
C 17.21825 -19.01824 -13.97221 -0.2300
C 13.40653 -14.47175 -17.69166 -0.2656
C 21.00128 -17.75788 -17.63822 -0.2714
H 22.41628 -16.45587 -18.61449 0.1145
H 13.56571 -14.76312 -16.64483 0.1255
H 19.10563 -14.53602 -20.28247 0.1039
H 11.08587 -12.36494 -16.98326 0.0741
H 16.89770 -14.58681 -23.01575 0.0685
H 18.80979 -13.06109 -21.17313 0.1157
H 12.18480 -13.13347 -18.80200 0.1207
H 19.11741 -13.27796 -16.13820 0.1183
H 18.32042 -17.44278 -15.82379 -0.0447
H 21.06236 -17.03253 -19.62187 0.1105
H 19.91520 -17.91009 -17.63031 0.0933
H 21.33463 -18.74784 -17.97555 0.1123
H 15.29726 -14.33525 -18.05212 -0.0415
H 16.71215 -19.36251 -21.53812 0.1289
H 18.47482 -15.88758 -22.20738 0.1014
H 20.69985 -17.58436 -15.75384 0.0383
H 11.34767 -14.50496 -18.06104 0.1058
H 16.67117 -19.96417 -14.04329 0.1127
H 14.51658 -18.25279 -20.97864 0.0722
H 18.47466 -11.39659 -14.67011 0.1151
H 15.31660 -19.90788 -19.52043 0.0713
H 15.43423 -16.86446 -20.31534 0.0608
H 17.07645 -13.95020 -16.40260 -0.0741
H 17.00799 -14.76854 -19.94344 -0.0015
H 16.56400 -18.22371 -14.32507 0.1215
H 17.75245 -17.49915 -19.63156 -0.0220
H 15.58152 -17.17352 -22.01646 0.0732
H 17.07296 -20.16048 -19.28864 0.0740
H 18.31046 -19.74190 -15.67255 0.1191
H 18.30979 -9.65284 -16.79499 0.0741
H 13.33038 -15.37405 -18.31806 0.1121
H 18.58435 -12.34050 -17.56960 0.1184
H 16.21635 -18.73788 -18.59478 0.0351
H 19.30453 -19.57787 -14.24930 0.1235
H 19.69026 -10.94370 -15.83562 0.1119
H 19.80082 -15.77499 -17.94834 -0.0134
H 17.94556 -19.40604 -12.14619 0.0745
H 19.72377 -14.66704 -22.68348 0.1145
```

Calculated values
- energy relative to the best compared isomer or geometry (same formula, charge and spin) (eV) = 0.000
- gap between HOMO and LUMO (eV) = 9.2162
- charge = -1
- E (eV) = -106663.4948
- LUMO level (eV) = 2.650
- highest occupied orbital energy (eV) = -6.5661
- maximum force (eV/A) = 1.8
- 2S+1 = 1


The following is a DFT calculation (wB97M-V/def2-TZVPD) of an isolated molecule of C4H11NS at a distorted geometry.

```
17
Properties=species:S:1:pos:R:3:lowdin_charge:R:1
S -1.44462 -2.04924 -1.39221 0.6975
N 0.58349 0.96654 0.59122 -0.1014
C -1.12569 -0.58550 -0.44027 -0.5920
C 0.26720 -0.42458 0.14213 -0.5037
C 0.87569 1.97320 -0.41425 -0.1292
C 0.61005 -1.24260 1.36364 -0.0725
H -1.14933 0.28217 -1.14398 0.0745
H -0.16889 1.37111 1.08710 0.0819
H 0.71519 -2.30086 1.02649 0.0846
H 0.95185 -0.65352 -0.65666 0.1228
H -1.91188 -0.49601 0.33049 0.0786
H -0.30595 -1.03571 1.97984 0.0934
H 0.41232 1.69356 -1.35296 0.0600
H 1.50618 -0.97094 1.91035 0.0723
H 0.51218 2.94722 -0.11969 0.0774
H 1.95467 1.99405 -0.59574 0.0773
H -2.28249 -1.46889 -2.31550 -0.1218
```

Calculated values
- energy relative to the best compared isomer or geometry (same formula, charge and spin) (eV) = 0.960
- gap between HOMO and LUMO (eV) = 9.6550
- E (eV) = -16650.8329
- LUMO level (eV) = 0.832
- SMILES = CN[C@@H](C)CS
- highest occupied orbital energy (eV) = -8.8228
- maximum force (eV/A) = 2.2
- 2S+1 = 1